84
Properties=species:S:1:pos:R:3:forces:R:3:lowdin_charge:R:1 method="wB97M-V/def2-TZVPD" e_above_lowest_kcal_mol=880.8 e_tot_ha=-2928.5909 lumo_ev=0.3 orbital_gap_ev=6.5 total_charge=0
C -2.26392 -4.17194 0.55767 0.747 -0.169 1.246 -0.099
C -1.91724 -2.96642 -0.33431 -5.612 1.670 1.222 -0.290
C -0.52569 -2.71351 -0.41265 3.055 1.776 3.135 -0.246
C -0.23261 -1.55688 -1.25361 1.022 -2.173 -4.724 -0.215
N 1.23765 -1.44516 -1.57944 -0.395 -2.449 0.021 -0.165
C 1.36377 -0.27429 -2.43948 -0.756 -4.267 -6.681 -0.111
C 2.81991 -0.45568 -3.19771 -6.120 -5.140 -5.616 -0.067
C 3.16864 -2.01091 -3.06617 -0.699 2.117 5.604 -0.094
C 1.83337 -2.59056 -2.43587 -0.450 1.522 -1.037 -0.039
C 2.01495 -1.28005 -0.31430 -17.391 -6.392 -4.671 -0.252
H -1.96965 -3.91137 1.59582 0.634 -0.528 -0.463 0.068
H -1.81741 -5.21069 0.23303 -0.736 2.217 0.496 0.119
H -3.31837 -4.25996 0.73778 -0.787 -0.361 -0.647 0.049
H -2.41567 -1.78644 -0.03284 0.981 -4.035 0.363 0.157
H -2.52427 -3.16877 -1.27268 1.454 0.271 0.375 0.133
H -0.13560 -3.58738 -0.72008 2.028 -3.138 -1.722 0.080
H 0.07980 -2.54736 0.63021 -2.217 -0.468 -2.004 0.196
H -0.65564 -0.67312 -0.75039 1.035 -0.821 -2.022 0.003
H -0.68215 -1.71046 -2.23235 0.422 -0.533 -0.385 0.096
H 1.31528 0.50161 -1.58420 -2.870 -2.425 -6.239 -0.025
H 0.53102 -0.60047 -3.26942 1.765 1.579 1.597 0.177
H 3.44625 0.05882 -2.71115 4.939 3.408 2.229 -0.034
H 2.77239 -0.20005 -4.44225 0.050 -0.303 3.810 0.187
H 4.18822 -2.26045 -2.53966 -2.193 0.641 -0.320 0.151
H 3.29383 -2.36212 -3.96413 0.449 -2.217 -5.006 0.019
H 1.84307 -3.52940 -1.95797 0.540 -0.885 1.202 0.102
H 1.05400 -2.74730 -3.21866 0.680 0.409 0.170 0.137
H 1.36231 -0.48960 0.36985 -2.053 -6.914 -1.504 0.129
H 2.90541 -1.06287 -0.49037 5.154 1.780 -5.573 -0.099
H 2.17326 -2.12958 0.18087 -0.605 -4.443 1.062 0.112
O -0.60468 -0.39586 0.51906 -3.403 -1.675 2.122 -0.436
H -0.09754 -0.38493 1.24948 2.497 -0.924 4.645 -0.084
C -2.69144 -0.52535 -2.14868 1.922 1.345 0.141 -0.204
S -2.58300 0.98523 -1.07878 -2.072 0.426 -2.190 0.945
O -2.96985 2.15212 -2.03453 0.260 -1.552 1.633 -0.543
C -4.09554 0.54046 -0.14935 0.916 -0.821 -2.162 -0.205
H -1.90392 -0.47975 -2.87574 1.015 1.039 -0.238 0.044
H -3.45795 -0.43998 -2.87058 -2.070 -0.476 0.237 0.066
H -2.28083 -1.37742 -1.60747 -2.035 0.259 -0.389 -0.014
H -4.82599 0.64499 -0.89956 -1.224 0.668 -1.092 0.033
H -4.38919 1.14910 0.66216 0.284 0.174 1.258 0.043
H -4.03669 -0.54147 -0.16676 0.031 -0.222 1.538 0.039
C -1.94088 1.46174 3.64126 -3.754 -2.254 3.484 -0.444
S -1.62288 0.05179 2.67838 -0.980 -3.601 2.487 0.768
O -0.40434 -0.62682 3.33355 -0.652 0.591 -1.040 -0.494
C -3.00470 -0.99197 3.14632 0.361 -1.089 -7.657 -0.207
H -0.68175 1.91218 3.88959 -2.079 -0.815 0.206 0.081
H -2.72793 1.15100 4.52390 2.114 1.038 -1.741 0.129
H -2.44925 2.18878 2.90634 -0.278 -5.383 2.508 -0.047
H -2.99406 -2.05515 2.96368 0.828 -0.241 -0.182 0.059
H -3.89795 -0.63854 2.60182 0.394 0.062 -0.513 0.061
H -3.28557 -0.79265 4.00498 -2.002 1.425 8.831 -0.069
C 3.69806 1.35148 1.00715 5.041 0.411 4.753 -0.178
S 2.79697 -0.08283 1.08408 10.494 2.047 15.227 0.859
O 3.74741 -1.03470 0.39996 9.155 1.273 6.297 -0.315
C 2.79551 -0.42477 2.78664 -4.330 0.897 -1.396 -0.149
H 4.87884 1.21023 1.14936 -2.704 0.162 -0.565 0.149
H 3.40374 2.07113 1.75079 -0.326 0.124 0.891 0.082
H 3.40640 1.82079 0.18441 -0.072 1.913 -3.479 -0.026
H 2.32591 -1.36960 2.77446 -1.548 -1.133 0.189 0.061
H 2.16373 0.30259 3.30964 0.092 -0.230 -0.186 0.082
H 3.60353 -0.68817 3.23422 5.979 -0.619 2.777 0.000
C 0.03115 3.12951 0.56466 2.198 4.694 6.465 -0.260
S -0.69997 2.25334 1.96045 2.305 5.247 -1.117 0.933
O 0.30383 2.32019 3.15847 1.112 0.806 -1.495 -0.443
C -1.91356 3.58979 2.37061 0.862 1.578 -3.735 -0.176
H 0.66914 4.00230 0.72090 -0.194 0.462 0.624 0.122
H -0.75065 3.36617 -0.16651 0.592 1.321 2.621 0.028
H 0.73375 2.36733 -0.01850 1.692 4.208 4.014 0.040
H -2.53294 3.19912 3.10000 -0.857 2.723 1.795 -0.011
H -2.60070 3.64822 1.47976 1.002 0.784 0.400 0.111
H -1.27661 4.39429 2.65830 -0.093 1.189 -0.179 0.079
C 1.60826 0.84972 -0.49617 -2.423 8.214 0.473 -0.320
C 0.25767 1.30370 -0.37533 3.252 -3.097 -1.773 -0.233
C -0.18136 2.40051 -1.12704 -4.554 -0.892 -6.050 -0.305
C 0.60505 2.95463 -2.09296 -0.207 1.999 -3.915 -0.064
C 1.94239 2.52681 -2.26704 -0.186 -4.180 4.580 0.013
C 2.44288 1.41369 -1.43915 2.046 7.919 -2.229 -0.140
H 2.13670 0.02306 -0.00055 -3.932 5.647 -6.931 -0.175
H -0.30569 0.84432 0.51081 -0.206 0.890 -1.940 -0.019
H -1.49182 2.92040 -0.94839 2.929 -2.658 -3.124 0.181
H 0.21294 3.72619 -2.91594 0.621 -1.642 2.327 0.159
H 2.52382 2.74384 -3.07053 1.469 1.247 -2.188 0.073
H 3.46663 1.02156 -1.66113 -1.352 0.995 1.064 0.143